Formula: F2OS
Source: the OMol25 dataset
Level of theory: ωB97M-V/def2-TZVPD

The geometry in XYZ format:
```
4
Properties=species:S:1:pos:R:3:forces:R:3
S 0.313772 0.090419 0.492012 -1.566 -1.262 -1.797
F 1.150607 0.388189 -0.837797 -0.508 -0.430 0.941
F -0.674650 1.343003 0.316633 0.557 -1.101 0.262
O -0.789729 -1.821611 0.029152 1.517 2.793 0.594
```
Positions in Å, forces in eV/Å.

Properties
ΔE to the lowest compared entry with this formula, charge and spin = 4.4071 eV
LUMO (alpha / beta) = -1.7 / -1.6 eV
HOMO-LUMO gap (alpha / beta) = 9.05 / 9.03 eV
Charge = 0
E = -18311.8467 eV